# 1
Molecular formula: C56H158N14O16
Method: DFT, ωB97M-V/def2-TZVPD

Positions of all 244 atoms, in Å:
O  4.1979  -2.8571  2.1900
H  4.4828  -3.7594  2.3347
H  4.9941  -2.3925  1.9321
O  3.0073  -3.3214  4.7277
H  3.6022  -4.0240  4.4656
H  3.1424  -2.6360  4.0733
C  -4.0793  -4.2860  -6.0089
C  -3.4934  -2.9325  -6.5093
C  -2.7120  -2.2223  -5.4334
O  -1.8911  -1.1215  -5.8509
C  -1.1425  -0.4923  -4.8174
N  -2.6552  -3.2027  -7.6817
H  -4.7570  -4.1818  -5.1616
H  -3.2993  -5.0351  -5.8724
H  -4.7678  -4.6845  -6.7540
H  -4.3282  -2.2754  -6.7529
H  -1.9958  -2.9627  -5.0772
H  -3.3738  -1.9294  -4.6183
H  -0.2260  -1.0559  -4.6428
H  -1.6166  -0.2048  -3.8789
H  -0.8728  0.4422  -5.3094
H  -1.9268  -3.8691  -7.4686
H  -2.1570  -2.3241  -7.6838
C  0.3173  -2.5788  1.0555
C  1.0027  -1.2190  0.6846
C  -0.0184  -0.1067  0.2510
O  -0.7211  -0.2881  -0.9754
C  -1.6111  0.7983  -1.2234
N  1.9413  -0.8021  1.7223
H  -0.2457  -2.8853  0.1739
H  -0.3349  -2.4477  1.9189
H  1.0442  -3.3706  1.2362
H  1.6192  -1.3425  -0.2058
H  0.3705  0.9095  0.1867
H  -0.7196  -0.0496  1.0835
H  -2.1213  0.9519  -0.2725
H  -2.3843  0.5290  -1.9429
H  -1.2108  1.7191  -1.6475
H  2.6244  -0.2185  1.2608
H  2.4746  -1.6295  1.9480
C  -6.9929  2.6017  1.1392
C  -6.4144  1.9106  -0.1830
C  -5.6727  0.5842  0.1757
O  -5.1961  0.0344  -1.0729
C  -4.5459  -1.3121  -0.8898
N  -7.4491  1.7543  -1.1586
H  -6.2227  2.8478  1.8702
H  -7.6776  1.9101  1.6301
H  -7.5558  3.5180  0.9613
H  -5.7112  2.6145  -0.6282
H  -6.3790  -0.1031  0.6414
H  -4.9008  0.8151  0.9099
H  -3.9097  -1.4135  -0.0106
H  -3.7653  -1.2792  -1.6499
H  -5.3649  -2.0284  -0.8250
H  -8.2894  1.3237  -0.8000
H  -7.0219  0.9680  -1.6268
C  1.4888  3.6462  -3.2310
C  1.0687  5.0358  -3.6645
C  -0.3781  5.0714  -4.3044
O  -0.4341  4.1836  -5.4623
C  -1.6923  4.0950  -6.1218
N  1.1462  5.7763  -2.4264
H  0.7065  3.2293  -2.5967
H  2.4687  3.6768  -2.7547
H  1.5818  3.0243  -4.1214
H  1.8133  5.5271  -4.2908
H  -0.5998  6.0633  -4.6982
H  -1.2374  4.9438  -3.6460
H  -2.3585  3.3036  -5.7783
H  -1.5882  3.7307  -7.1438
H  -2.1571  5.0765  -6.2143
H  0.9303  6.7528  -2.5677
H  0.3851  5.5723  -1.7946
C  3.2994  1.8173  -0.6488
C  4.7242  2.1527  -0.8503
C  5.2810  3.1989  0.2035
O  4.4464  4.3924  0.2661
C  4.6536  5.1620  1.4802
N  5.4538  0.9293  -0.7289
H  3.1351  1.6384  0.4138
H  2.8709  0.9810  -1.2012
H  2.7050  2.7025  -0.8750
H  4.8807  2.6264  -1.8194
H  6.3177  3.4249  -0.0463
H  5.2364  2.5946  1.1095
H  4.2882  6.1888  1.4624
H  5.6791  5.1859  1.8487
H  4.0553  4.6478  2.2323
H  5.2213  0.3293  -1.5075
H  6.4291  1.1515  -0.8687
C  -3.7325  4.3172  -1.8673
C  -3.6799  5.0898  -0.5650
C  -2.2586  5.8663  -0.5078
O  -1.1564  4.9755  -0.7151
C  -0.7752  4.1924  0.4526
N  -4.7117  6.0535  -0.5131
H  -3.5797  4.9194  -2.7629
H  -4.7092  3.8538  -2.0068
H  -3.1315  3.4100  -1.9286
H  -3.8039  4.3827  0.2553
H  -2.1694  6.3820  0.4483
H  -2.1859  6.6868  -1.2216
H  -0.3247  4.8244  1.2179
H  -0.1137  3.3866  0.1343
H  -1.6678  3.7931  0.9341
H  -4.6595  6.5005  0.3910
H  -5.6443  5.6744  -0.5948
C  -5.6722  5.1731  -6.6699
C  -5.1403  3.7374  -6.7029
C  -4.9713  3.2373  -5.2709
O  -4.5104  1.8655  -5.3508
C  -4.0281  1.2935  -4.1484
N  -6.1668  2.9360  -7.3646
H  -5.8509  5.4778  -7.7010
H  -4.7911  5.6431  -6.2330
H  -6.5586  5.4248  -6.0876
H  -4.2038  3.7570  -7.2602
H  -5.8384  3.2251  -4.6105
H  -4.3568  3.8587  -4.6194
H  -4.7834  1.1845  -3.3700
H  -3.1135  1.8061  -3.8503
H  -3.7750  0.3035  -4.5278
H  -6.9849  2.8328  -6.7813
H  -5.7262  2.0289  -7.3082
C  -1.2143  5.6317  5.0610
C  -2.3649  5.6555  4.0983
C  -2.9909  4.2570  3.7101
O  -2.0725  3.3210  3.2055
C  -2.5990  2.1367  2.8141
N  -3.4086  6.4015  4.6805
H  -0.8521  6.6597  5.0488
H  -0.4107  4.9823  4.7136
H  -1.4722  5.2604  6.0529
H  -2.0353  6.1646  3.1926
H  -3.8609  4.4752  3.0907
H  -3.3474  3.7435  4.6030
H  -3.4778  2.3543  2.2070
H  -2.8115  1.4158  3.6035
H  -1.9622  1.6778  2.0577
H  -3.4763  6.2746  5.6802
H  -3.2642  7.3800  4.4762
C  -3.0294  -1.3260  5.3610
C  -2.7808  -2.4332  4.3410
C  -2.9603  -1.8318  2.9185
O  -4.3187  -1.4088  2.6380
C  -5.3523  -2.3559  2.6357
N  -1.3658  -2.7530  4.5500
H  -2.4291  -0.4358  5.1731
H  -2.7369  -1.7444  6.3241
H  -4.0586  -1.0044  5.5205
H  -3.5394  -3.1990  4.5028
H  -2.7920  -2.6187  2.1833
H  -2.3616  -0.9601  2.6544
H  -5.3206  -2.8871  1.6845
H  -6.2760  -1.7809  2.7012
H  -5.2976  -3.0948  3.4352
H  -1.0034  -3.4444  3.9091
H  -1.2037  -3.2095  5.4362
C  0.1081  1.6036  5.8816
C  0.9456  1.0951  4.6825
C  2.3432  1.7410  4.5224
O  2.2571  3.1608  4.5196
C  1.4604  3.7043  3.4219
N  1.1446  -0.3417  4.7935
H  0.3962  2.6396  6.0596
H  0.2091  1.0799  6.8323
H  -0.9212  1.6575  5.5271
H  0.3410  1.3440  3.8103
H  2.8025  1.4189  3.5878
H  3.0481  1.4519  5.3019
H  1.8889  3.5210  2.4366
H  1.5233  4.7900  3.4959
H  0.3970  3.4657  3.4383
H  1.4181  -0.5908  3.8537
H  0.3747  -0.9941  4.8356
C  2.5681  -9.1548  0.9447
C  3.1686  -7.7645  1.0870
C  2.3630  -6.6991  0.3090
O  2.5295  -6.8064  -1.1025
C  2.2727  -5.6026  -1.7866
N  3.1728  -7.3420  2.4190
H  2.2625  -9.2902  -0.0927
H  1.6596  -9.2806  1.5338
H  3.3329  -9.9143  1.1074
H  4.1761  -7.7339  0.6723
H  2.7106  -5.7363  0.6836
H  1.2999  -6.7987  0.5279
H  1.3115  -5.1612  -1.5232
H  2.5213  -5.6153  -2.8478
H  3.0268  -4.9758  -1.3106
H  3.6528  -8.1498  2.7894
H  2.2564  -7.3575  2.8433
C  -1.3457  -6.9495  4.7596
C  -0.2843  -6.9041  3.6607
C  0.0872  -5.6207  2.9203
O  -1.0599  -4.9007  2.4299
C  -1.6988  -5.2989  1.1792
N  0.9257  -7.4511  4.3085
H  -1.2637  -6.2168  5.5625
H  -1.3488  -7.9585  5.1721
H  -2.3708  -6.8308  4.4087
H  -0.5615  -7.6327  2.8989
H  0.9111  -5.6589  2.2077
H  0.5411  -5.0345  3.7194
H  -0.9977  -5.2852  0.3447
H  -2.5392  -4.6228  1.0219
H  -2.0964  -6.2991  1.3513
H  0.5336  -8.1287  4.9466
H  1.3050  -6.7316  4.9072
C  5.7916  0.0210  3.1213
C  6.8343  -0.7473  2.3280
C  7.5598  -1.9632  3.0024
O  7.7290  -1.6702  4.4360
C  8.7750  -2.3454  5.0502
N  6.1617  -1.2555  1.1294
H  5.9451  0.1065  4.1970
H  4.7605  -0.3290  3.1705
H  5.5922  0.9714  2.6263
H  7.5866  -0.0074  2.0548
H  8.4913  -2.0597  2.4446
H  7.0122  -2.8966  2.8723
H  9.7228  -2.2437  4.5215
H  8.4353  -3.3765  5.1472
H  8.9420  -2.1202  6.1035
H  5.8673  -0.4423  0.6077
H  6.6420  -1.7918  0.4210
C  7.6798  -0.3692  -4.5393
C  6.9727  -1.6957  -4.8657
C  5.4607  -1.7975  -4.4503
O  5.2718  -1.5204  -3.0232
C  3.9900  -1.9898  -2.5027
N  7.1437  -1.9920  -6.2834
H  7.3365  0.3843  -5.2483
H  8.7674  -0.3359  -4.6046
H  7.3451  -0.0447  -3.5540
H  7.5092  -2.4410  -4.2784
H  5.1258  -2.8088  -4.6808
H  4.8679  -1.1395  -5.0858
H  3.8693  -3.0713  -2.5654
H  3.1184  -1.5452  -2.9830
H  3.9438  -1.7915  -1.4319
H  6.6658  -2.8488  -6.5234
H  6.6379  -1.3004  -6.8181

The LUMO energy is 0.222 eV. Its HOMO energy is -8.29 eV. The energy relative to the best compared isomer or geometry (same formula, charge and spin) comes out at 94.9 kcal/mol. For the orbital gap, the calculation gives 8.515 eV.



# 2
Molecular formula: C37H87N3O13
Method: DFT, ωB97M-V/def2-TZVPD

Positions of all 140 atoms, in Å:
C  2.9938  -4.5760  -3.4585
C  2.2678  -4.0064  -2.2346
C  0.7927  -4.4091  -2.3413
C  2.7974  -4.5859  -0.9129
C  4.0668  -3.9102  -0.4427
C  3.9447  -2.3873  -0.3932
C  3.5483  -1.8192  -1.7565
C  3.1389  -0.3579  -1.5432
C  4.7298  -1.8001  -2.7418
N  2.3341  -2.5299  -2.1753
O  1.8004  -1.9808  -3.3766
H  4.0360  -4.2639  -3.4809
H  2.9080  -5.6644  -3.4618
H  2.5488  -4.2275  -4.3912
H  0.6658  -5.4889  -2.2852
H  0.2259  -3.9828  -1.5038
H  0.3360  -3.9895  -3.2379
H  2.0279  -4.3901  -0.1587
H  2.9404  -5.6621  -1.0084
H  4.4739  -4.3091  0.4889
H  4.8836  -4.1287  -1.1497
H  4.8998  -2.0203  -0.0145
H  3.1667  -2.1131  0.3293
H  3.8932  0.1442  -0.9249
H  2.2492  -0.2815  -0.9177
H  3.0364  0.1838  -2.4814
H  5.5433  -1.1737  -2.3753
H  4.3571  -1.3512  -3.6664
H  5.1490  -2.7751  -2.9820
H  0.9708  -1.6097  -3.0359
C  -0.9309  3.8611  -1.4615
C  -1.4292  3.9390  -0.0313
C  -0.5920  2.9546  0.8158
C  -1.2514  5.3690  0.4835
C  -1.8758  5.6046  1.8435
C  -3.3805  5.2560  1.7932
C  -3.6478  3.8613  1.2250
C  -3.4458  2.8144  2.3209
C  -5.1301  3.8604  0.8304
N  -2.8631  3.6592  0.0085
O  -3.1465  2.3939  -0.5524
H  -1.5111  4.5366  -2.1001
H  0.1282  4.0940  -1.5453
H  -1.1511  2.8789  -1.8840
H  -0.8618  1.9177  0.6027
H  0.4352  3.1330  0.4945
H  -0.7183  3.0791  1.8868
H  -0.1727  5.5635  0.4999
H  -1.6791  6.1008  -0.2084
H  -1.3866  5.0396  2.6424
H  -1.7279  6.6512  2.1216
H  -3.8474  6.0411  1.1947
H  -3.7119  5.3490  2.8283
H  -3.4412  1.7952  1.9297
H  -4.2479  2.8978  3.0574
H  -2.5243  2.9125  2.8998
H  -5.4978  2.8792  0.5227
H  -5.3631  4.5717  0.0335
H  -5.7542  4.1987  1.6616
H  -3.7843  2.5615  -1.2539
C  4.4304  -0.4199  2.6987
C  3.6918  0.9026  2.4650
C  4.5475  1.7719  1.5323
C  2.3796  0.6371  1.7067
C  1.3017  0.0077  2.5983
C  1.0751  1.0161  3.7337
C  2.2859  1.3124  4.5840
C  2.0223  2.5739  5.4209
C  2.6022  0.1427  5.5358
N  3.4284  1.5986  3.7124
O  4.5760  1.9817  4.4252
H  5.4248  -0.2777  3.1351
H  3.9410  -1.1293  3.3659
H  4.6367  -0.9663  1.7703
H  5.4693  2.0983  2.0185
H  4.7582  1.3298  0.5621
H  3.9881  2.6976  1.3461
H  2.0006  1.5941  1.3435
H  2.6537  -0.0498  0.9048
H  0.3316  -0.1787  2.1362
H  1.6896  -0.9508  2.9542
H  0.2109  0.6740  4.3096
H  0.7545  1.9399  3.2374
H  2.1243  3.4592  4.7864
H  2.7805  2.6919  6.1942
H  1.0145  2.5758  5.8349
H  3.5766  0.3072  5.9982
H  2.6190  -0.8067  5.0033
H  1.8778  0.0577  6.3495
H  4.7865  2.8539  4.0763
O  -2.1229  -3.5769  3.1569
C  -0.8959  -2.9001  2.8988
C  0.1450  -3.7819  2.2200
O  1.3898  -3.1255  2.1900
H  -2.0385  -4.2161  3.8704
H  -1.1704  -2.0503  2.2726
H  -0.4348  -2.5516  3.8272
H  -0.1520  -4.1095  1.2179
H  0.2277  -4.6750  2.8483
H  1.3113  -2.3698  1.5880
O  -0.5901  -0.6994  -2.7656
C  -0.6154  0.0474  -1.5736
C  -0.7749  -0.8469  -0.3541
O  0.3822  -1.6078  -0.0456
H  -0.8279  -0.1438  -3.5215
H  0.2972  0.6354  -1.4108
H  -1.4626  0.7423  -1.5113
H  -1.6480  -1.4869  -0.5301
H  -1.0426  -0.1847  0.4722
H  0.7661  -1.9468  -0.8721
O  -4.8422  -3.2404  2.3761
C  -4.7339  -3.8677  1.1307
C  -3.8366  -3.0998  0.1710
O  -3.7962  -3.6887  -1.1150
H  -3.9972  -3.2535  2.8486
H  -4.3169  -4.8812  1.2177
H  -5.7241  -3.9464  0.6827
H  -2.8476  -2.9177  0.6079
H  -4.2138  -2.0758  0.0459
H  -3.0198  -4.2476  -1.2048
O  -3.8383  -1.6473  -4.8683
C  -3.6862  -1.1716  -3.5359
C  -5.0007  -1.2349  -2.8003
O  -5.9473  -0.4051  -3.5131
H  -4.3742  -0.9838  -5.3150
H  -2.9011  -1.7229  -3.0213
H  -3.2870  -0.1456  -3.5464
H  -4.8989  -0.8135  -1.7934
H  -5.3599  -2.2610  -2.7190
H  -6.6677  -0.2705  -2.8914
O  -1.0558  0.8345  -5.0652
C  -0.1186  1.7664  -5.5994
C  -0.5279  3.1965  -5.3644
O  -1.5504  3.5869  -6.2550
H  -1.8313  0.8118  -5.6337
H  0.8444  1.6046  -5.1198
H  -0.0205  1.5802  -6.6726
H  0.3576  3.8405  -5.4659
H  -0.8424  3.3049  -4.3180
H  -1.9041  4.4432  -6.0052

As for the SMILES: CC1(C)CCCC(C)(C)N1O.CC1(C)CCCC(C)(C)N1O.CC1(C)CCCC(C)(C)N1O.OCCO.OCCO.OCCO.OCCO.OCCO. The LUMO energy is 0.283 eV. Its HOMO energy is -8.01 eV. The energy relative to the best compared isomer or geometry (same formula, charge and spin) comes out at 0.0 kcal/mol. For the orbital gap, the calculation gives 8.293 eV.